DFT (ωB97M-V with the def2-TZVPD basis set) results for 4 unconnected molecules or ions with the total composition CH10O4 in a non-equilibrium geometry.

SMILES	CO.O.O.O
charge	0
max |F|	2.05	eV Å⁻¹
E_HOMO	-10.4964	eV
energy	-345.0256	Ha
ΔE to the lowest compared entry with this formula, charge and spin	0.808	eV

```
15
Properties=species:S:1:pos:R:3:forces:R:3:lowdin_charge:R:1
O 0.6817 6.7842 6.3597 0.68 -0.40 0.41 -0.089
H 0.6686 6.3159 7.2398 -0.01 0.77 -0.52 0.018
H 1.6179 6.9769 6.2097 -0.27 -0.09 -0.02 0.050
O -1.9183 6.8796 5.4102 0.24 -0.13 -0.35 -0.069
H -1.1757 7.2014 4.8676 -0.42 -0.09 0.57 0.042
H -2.5731 7.5798 5.4406 0.00 0.12 -0.14 0.037
O -0.6810 3.8446 6.6316 0.01 1.57 -0.03 -0.073
H -0.6093 4.8230 6.4196 -0.12 -1.74 -0.56 0.033
H -0.4182 3.3561 5.8423 0.00 0.35 0.10 0.052
C -1.2521 6.7025 8.8004 1.23 0.26 0.74 -0.121
O -0.1347 5.8118 8.7229 -0.36 -1.25 -1.58 -0.160
H -2.0829 6.0517 8.9435 -1.18 0.17 0.53 0.080
H -0.9815 7.3404 9.6541 -0.81 -0.02 -0.27 0.095
H -1.3742 7.2725 7.8888 0.02 0.24 -0.18 0.056
H -0.4921 5.1059 8.1208 0.99 0.24 1.31 0.050
```
Forces are in eV/Å.